No. 1
Density functional theory data (ωB97M-V with the def2-TZVPD basis set) for C33H45N5PdS as an isolated structure in a non-equilibrium geometry.

Multiplicity: 3
DFT total energy in Eh: -2084.09752
ΔE to the lowest compared entry with this formula, charge and spin in kcal/mol: 3.04
Gap between HOMO and LUMO (spin up / spin down) in Eh: 0.050 / 0.162
⟨S²⟩: 2.01
Total charge: -2

```
85
Properties=species:S:1:pos:R:3:forces:R:3
N -5.14759 1.00047 2.52526 0.419 -0.198 0.171
H -0.37234 3.44918 4.50145 0.251 -0.043 -0.116
C 0.43434 -1.10187 -3.94156 0.217 -0.165 -0.187
N 1.46870 1.13205 1.98269 0.340 -0.401 -0.192
C -0.64144 -2.88869 -1.59831 -0.275 -0.255 -0.059
H -4.22352 1.30624 5.64601 -0.025 -0.182 -0.136
H 4.73332 -0.52678 0.90220 -0.191 -0.010 -0.243
C 2.42484 0.91918 -0.67271 -0.400 1.432 0.202
H 0.29278 2.74603 -2.35670 0.010 -0.067 -0.205
C -2.91912 -1.27775 4.20820 0.264 0.415 -0.309
C 3.64128 -0.06844 -4.32144 -0.171 0.240 -0.575
C 3.43609 2.85313 -1.34161 -0.923 -0.013 1.389
H -1.33487 2.75933 -0.58618 -0.057 -0.130 -0.080
C 4.03232 1.84192 -1.97012 0.886 -1.090 -0.565
C 1.18318 0.70792 3.20665 -0.787 1.223 0.591
S -2.46565 0.95206 2.36871 -0.978 -0.030 0.458
H 0.71653 1.80097 -3.81616 -0.069 0.069 0.150
H -3.50793 -0.53882 0.15745 0.006 -0.464 0.006
C 1.23906 2.42804 1.62978 0.467 0.638 0.414
C -6.40437 0.98073 3.25607 -0.110 -0.255 -0.001
H 1.72761 4.05743 0.30898 -0.147 -0.199 -0.075
Pd 0.67507 -0.13674 -0.83943 2.877 -0.008 2.535
C -1.70713 -0.61325 -0.95397 0.624 0.749 0.289
H 2.97317 -0.74248 0.82185 0.319 -0.074 -0.014
H -2.82759 2.38322 -1.49296 0.093 0.056 0.091
C 0.63982 3.31048 2.59594 -0.269 -0.338 0.364
H 0.27257 -3.21816 -2.10030 -0.091 -0.091 0.096
C 3.86741 -0.67694 -1.86930 -0.641 0.170 -0.463
C 1.69989 2.97573 0.41441 -1.087 0.899 1.344
H -4.31012 1.25800 0.62083 -0.293 0.195 0.176
C -4.37482 0.22553 5.51526 -0.469 -0.095 0.077
H -1.50554 -3.36052 -2.08354 0.013 -0.284 -0.042
H -6.00954 0.75766 0.60413 0.035 0.116 0.359
H 4.55440 0.44469 -4.66228 -0.187 -0.092 0.134
H -6.31879 1.55545 4.18385 -0.182 -0.077 -0.011
C 4.27828 -2.94711 -1.19692 -0.009 0.443 -0.136
N 3.48068 0.64787 -1.51156 0.380 0.784 -0.324
N -3.97420 -0.25293 4.19016 -0.211 -0.392 0.485
H 5.45049 -5.17984 -2.30085 -0.082 0.066 -0.087
H 1.27714 -1.76500 -3.71686 0.018 0.103 -0.265
C -0.49556 0.77114 -2.36690 -0.726 -0.614 -0.300
H 0.76308 -0.26340 -4.56050 0.168 -0.193 -0.081
H -5.42934 -0.01715 5.71249 0.164 0.236 0.072
H -3.09065 -1.99881 3.39461 0.015 0.112 0.307
C 4.33899 -3.34871 -2.53176 -0.111 0.327 0.062
H -0.29698 -1.68282 -4.52767 0.089 0.105 0.021
C 4.02909 -1.61858 -0.84292 0.248 -0.203 -0.393
C -0.75603 -1.41055 -1.66903 -0.654 0.009 -1.638
C -5.27247 1.39363 1.11753 0.525 0.132 0.228
C 0.18047 2.81479 3.80748 0.621 0.431 -0.762
H 4.03505 -2.12023 1.20619 0.010 0.115 0.013
C -2.71294 -1.25639 -0.06689 -0.037 0.069 0.649
H -5.58737 2.44511 1.01975 0.113 -0.243 0.076
H 4.79333 -4.92071 -3.92567 -0.007 -0.027 0.048
C 0.49566 1.49752 4.15558 0.624 -1.180 0.062
H 3.60120 3.91202 -1.38743 0.040 0.107 -0.014
H -0.61904 -3.22864 -0.55559 0.045 -0.022 -0.203
H 0.29493 1.10999 5.16094 -0.145 0.064 -0.487
C 4.59173 -4.79054 -2.86005 -0.006 -0.322 -0.078
C 3.91391 -1.04634 -3.22385 -0.025 -0.481 0.588
H -1.92361 -0.83134 4.04116 -0.264 -0.158 0.215
H -7.17556 1.44422 2.62777 0.182 -0.101 0.250
C -2.08215 1.98019 -0.78718 -0.649 0.216 0.464
C -1.46379 0.73742 -1.29360 -0.695 -0.201 -0.605
H -2.93639 -1.77760 5.17926 -0.165 -0.064 -0.242
H 1.51731 -0.30796 3.44287 -0.215 0.190 0.017
H -6.71861 -0.04509 3.48165 -0.002 0.069 0.130
H 2.91533 0.70060 -4.02337 0.235 -0.252 0.000
C -0.07119 2.00454 -3.08099 -0.180 0.251 -0.072
C 3.93783 -1.21851 0.59047 -0.071 -0.321 0.744
H 0.64670 4.37398 2.36253 -0.470 -0.127 0.042
N 2.49157 2.28906 -0.45938 1.139 -2.026 -2.000
C 4.13534 -2.39673 -3.53046 0.251 0.122 0.296
H 4.79927 1.85711 -2.72052 0.185 0.016 0.031
H -2.29181 -1.59099 0.90076 -0.155 0.257 -0.358
C -3.96504 0.58816 3.07949 0.714 0.297 -1.305
H -3.78087 -0.29687 6.27890 -0.118 0.260 -0.243
H 4.13850 -2.70835 -4.57554 0.009 0.063 0.151
H 3.73273 -5.42347 -2.60175 0.092 0.134 -0.046
C -0.17697 -0.58324 -2.69511 -0.583 -0.704 -0.482
H 4.42259 -3.68291 -0.40519 -0.053 0.123 -0.130
H 3.22413 -0.59916 -5.18888 0.130 0.131 0.188
H -0.93165 2.44412 -3.60846 0.182 0.082 -0.014
H -3.10848 -2.16235 -0.55119 -0.152 0.294 -0.007
H -2.56671 1.76585 0.17333 0.138 0.382 -0.437
```
Forces are in eV/Å.

No. 2
Density functional theory data (ωB97M-V with the def2-TZVPD basis set) for C33H45N5SSn as an isolated structure in a non-equilibrium geometry.

DFT total energy in Eh: -2170.50625
ΔE to the lowest compared entry with this formula, charge and spin in kcal/mol: 32.07
Gap between HOMO and LUMO (spin up / spin down) in Eh: 0.111 / 0.109
Total charge: -2

```
85
Properties=species:S:1:pos:R:3:forces:R:3
H -1.35532 1.87007 -6.80290 0.086 0.083 0.146
C 1.18669 1.93505 -4.83416 -0.113 -0.637 0.178
H -2.34122 -0.39230 4.40756 -0.100 -0.048 0.109
H 3.54688 2.60492 -3.71048 0.008 -0.259 -0.044
H -1.92250 -2.35846 5.72857 -0.152 -0.140 -0.089
H -1.49735 1.32510 2.09202 -0.209 0.339 0.035
H 4.18256 1.19339 2.84313 0.132 -0.164 -0.025
N -3.10201 -1.42103 2.70435 -0.702 -0.623 0.339
H 0.09985 -1.90295 -2.08704 -0.311 0.127 -0.480
H -1.68646 0.13670 -4.62607 -0.010 0.112 0.120
H -3.82400 1.12474 0.85626 -0.066 -0.033 0.228
Sn 0.39595 -0.12438 0.03229 0.677 -1.864 0.506
C 0.36862 3.17353 -1.01716 -0.130 0.177 -0.080
H -0.27274 -2.48224 -3.70670 -0.032 0.166 0.032
H -2.81982 1.66331 3.94978 -0.387 0.015 -0.246
N 2.32632 -0.81838 -2.62550 0.175 -0.597 -0.018
H 3.98613 1.35546 -0.91850 0.069 0.169 -0.175
C 0.31646 1.98593 1.29871 1.434 0.194 0.349
N -3.88225 0.51875 1.66175 -2.250 1.657 0.925
H 3.57948 -0.37058 2.21352 0.156 0.173 -0.086
H -0.50761 3.32164 -6.23395 -0.129 -0.029 -0.016
C 0.14339 -0.37227 -3.62835 0.042 0.243 -0.456
C 1.49433 -0.01999 -3.46872 0.281 -0.008 0.384
H -4.35667 2.30814 4.53433 -0.028 0.124 0.072
C -0.40780 -1.62862 -3.02505 -0.088 -0.370 0.312
H -0.00885 0.19595 3.44064 0.316 0.058 -0.003
C 1.28186 1.32491 2.15870 0.043 0.874 -1.335
H -4.80488 0.10232 3.48822 0.040 0.158 -0.005
C -3.81038 2.02185 3.62975 0.156 0.316 0.617
C -0.14856 1.58927 -5.03318 0.186 -0.153 -0.007
N -0.91361 -3.06346 2.01076 -0.201 -1.147 -0.298
C 0.10911 -2.85196 1.12595 -0.558 -0.402 0.048
H -1.94788 2.72568 -5.37724 0.192 -0.019 -0.085
H -2.22509 -3.46476 4.35973 -0.034 0.294 0.105
C 0.96235 0.70441 3.47378 -0.095 0.082 0.200
H 4.23679 3.00419 -0.31067 -0.128 -0.070 -0.072
H 0.27362 4.25074 -0.78962 0.052 -0.183 -0.083
H 1.01244 -3.44174 -0.75248 -0.072 -0.352 0.239
H -0.62715 -5.33252 -1.12386 -0.068 -0.183 -0.261
H -0.64922 2.80223 -1.21217 0.216 -0.010 -0.022
C -0.65924 0.43729 -4.44068 0.627 -0.204 0.321
N 3.17014 -1.68455 -0.79282 0.254 -0.983 0.126
H -1.29935 3.08348 2.33196 0.284 -0.118 -0.137
H 1.59862 2.81291 -5.31710 -0.037 0.152 0.024
H 4.54817 0.69673 1.17402 -0.030 -0.097 0.126
H 0.91675 1.46079 4.27400 0.073 -0.026 0.007
C -1.85492 -3.92682 1.69640 0.693 -1.048 -0.347
C -1.78828 -4.82602 0.61932 -0.032 0.483 0.378
H 4.69287 -2.87277 -1.75246 0.066 0.136 -0.032
H -2.51758 -5.61867 0.56912 -0.236 -0.056 -0.371
C -2.51312 -2.50852 4.81542 0.179 0.059 -0.026
H -2.72159 -3.95002 2.34004 -0.213 -0.129 0.233
H -5.55537 1.38072 2.52390 0.006 0.059 0.203
C 3.40906 -1.61259 -3.01466 -0.661 0.398 -0.499
C -0.73336 -4.67469 -0.27461 0.265 0.084 0.185
C 2.03194 1.13493 -4.05274 -0.750 -0.151 -0.182
H -1.47803 -1.52297 -2.81025 0.211 -0.029 -0.016
C -1.03529 2.42109 -5.90713 -0.267 0.274 -0.215
H 3.06547 2.71634 -1.62026 0.220 -0.015 0.040
H 0.93394 3.07269 -1.95213 -0.097 0.022 0.093
H 1.71686 -0.04236 3.73719 -0.156 0.061 0.055
C 2.53950 1.34671 1.48907 -1.239 0.790 -0.190
C 1.00691 2.41565 0.10050 1.052 0.156 1.136
C -3.03728 -0.53291 1.64993 1.964 -1.366 -2.113
C -4.59621 0.97633 2.86804 0.658 -0.116 -1.288
H -3.57813 -2.55179 5.09064 0.134 0.005 0.012
H -3.65483 2.92089 3.02481 -0.021 -0.127 0.036
H 1.63272 -1.68246 2.17390 -0.546 0.206 0.031
S -2.24378 -0.77278 0.10427 -1.318 -0.143 0.872
C 0.21291 -3.68997 -0.05331 -0.502 0.937 0.710
C 3.89468 -2.15332 -1.87452 -0.225 0.467 0.612
C -1.11064 2.24472 1.63910 -0.133 -0.318 0.091
C 3.46200 1.52052 -3.86599 0.583 0.152 -0.057
H 3.66699 -1.76760 -4.04741 0.018 0.064 -0.167
H 4.05639 1.27706 -4.75719 -0.095 -0.024 0.057
C 2.17002 -0.95638 -1.23267 0.839 1.166 -1.237
C 3.78362 0.67883 1.95662 0.072 -0.066 0.201
H -4.05251 -1.75706 2.87514 0.387 0.041 0.153
H -1.21777 -1.41282 3.47743 -0.082 -0.093 0.158
C 2.38476 2.05550 0.25665 -1.290 -0.152 1.069
C 0.89568 -1.71160 1.36853 0.859 1.205 -0.451
H 3.92104 1.00538 -3.01640 -0.172 0.166 -0.265
C 3.47858 2.30364 -0.69803 0.272 -0.086 -0.310
C -2.23853 -1.35050 3.86645 0.035 0.230 -0.144
H -1.69524 2.42430 0.73195 -0.043 -0.037 0.060
```
Forces are in eV/Å.